# 1
ORCA calculation (ωB97M-V/def2-TZVPD) on a structure of composition C31H44BrN3OP2Zr.

Relative energy (zero: lowest compared OMol25 entry of this formula, charge and spin) (kJ/mol): 0.00
HOMO level (spin up / spin down) (eV): -17.9 / -17.9
Orbital gap (spin up / spin down) (eV): 3.0 / 3.0

Structure (ORCA input):
```
! RIJCOSX wB97M-V def2-TZVPD def2/J DEFGRID3
* xyz 4 1
C -0.05 1.05 3.61
C -2.31 -5.69 -0.79
H 1.21 2.21 -3.08
C -2.16 -8.05 -0.20
H -2.60 0.60 -4.65
H -0.68 -6.57 0.37
H -0.89 3.30 -0.53
H -0.16 4.00 -5.15
H 0.87 3.36 2.74
H -0.74 1.28 5.65
O 7.55 -1.26 1.96
Zr -0.19 0.50 -0.81
H -2.69 -0.97 -3.78
C 0.04 -2.27 -2.97
H -3.19 4.49 -0.36
H -3.72 -0.15 2.08
C 3.88 -0.48 0.29
N 7.12 0.14 3.73
N 2.94 0.28 0.89
H 1.69 -1.60 0.39
C 1.15 -1.42 -0.54
C -0.83 1.83 4.69
P -0.32 1.48 1.80
H -1.72 -0.04 -1.82
H 0.52 3.60 1.04
C -1.76 3.05 -1.15
P -1.25 2.35 -2.78
C 6.82 -0.47 2.55
H -0.63 5.27 2.50
C -1.67 -3.23 -1.39
H -2.08 5.16 -1.59
C -1.62 -6.75 -0.15
Br 2.45 0.79 -2.01
C 0.07 3.29 1.99
C 4.45 0.52 2.76
H -1.91 1.92 4.48
H -0.28 -0.02 3.71
H -1.83 4.34 1.60
H -3.56 0.45 -3.13
H 0.16 2.27 -5.41
H -4.06 -5.24 -1.98
H -0.37 -2.69 -3.89
H 4.56 0.81 3.82
C -1.05 4.26 2.37
C -2.67 4.28 -1.31
C -2.70 0.03 2.45
H -2.37 2.29 -0.63
H -0.42 2.83 4.87
C -0.67 -2.32 -1.77
H 3.66 -1.00 -0.64
H -2.76 0.15 3.55
N -3.31 -8.30 -0.83
H 0.64 3.86 -2.78
C 0.48 3.16 -4.86
C 5.16 -0.68 0.77
C -1.38 0.51 -2.82
H -1.65 -8.89 0.29
H 6.58 0.94 4.04
H -0.50 0.05 -3.30
C 1.81 -1.11 -1.79
H 2.46 1.40 2.56
H 5.88 -1.27 0.17
H 8.10 0.10 3.98
C -3.98 -7.33 -1.45
C -3.50 -6.01 -1.46
H 1.91 -1.61 -3.87
C -2.66 0.12 -3.66
C 3.23 0.79 2.10
H -1.53 4.00 3.33
H -2.52 1.24 0.73
C -2.16 1.28 1.77
C 5.45 -0.17 2.05
H -2.11 -0.88 2.24
H -2.58 2.19 2.22
C -1.84 -4.32 -0.85
C 1.30 -1.65 -2.98
H 1.51 3.40 -5.15
H 1.02 1.16 3.82
H -3.43 4.09 -2.08
H -0.87 -1.72 0.35
C -0.26 -1.65 -0.57
C 0.41 2.94 -3.35
H -4.91 -7.59 -1.96
*
```



# 2
ORCA calculation (ωB97M-V/def2-TZVPD) on an isolated molecule of C31H44N4O4.

Structure (SMILES): CCN(CC)CCN1C(=O)[C@H]2[C@H](C(=O)Nc3ccc(C(C)C)cc3)[C@@H]3C=C[C@]2(O3)[C@@H]1C(=O)NC1CCCCC1
Relative energy (zero: lowest compared OMol25 entry of this formula, charge and spin) (kJ/mol): 21.27
HOMO level (eV): -8.1
Orbital gap (eV): 8.7

Structure (ORCA input):
```
! RIJCOSX wB97M-V def2-TZVPD def2/J DEFGRID3
* xyz 0 1
C -5.03 2.00 -1.76
C 4.05 -5.66 2.06
C 2.61 -3.13 1.72
H -4.71 2.44 -0.82
H 4.90 2.06 4.90
H -2.58 2.05 -1.38
H 1.74 -3.27 2.37
O -1.29 2.48 0.70
H 4.91 -5.51 1.41
H -9.82 -0.18 -3.92
C -0.38 1.52 -2.14
H -0.34 2.60 -2.00
H 1.68 -4.15 0.05
H 1.35 1.64 -3.57
C 3.56 0.93 3.63
C 2.77 -5.59 1.24
H 2.65 0.34 3.76
C -6.38 1.93 -2.07
C -4.50 0.94 -3.85
N 3.32 1.86 2.54
H 4.79 3.35 2.98
H 2.57 0.75 0.79
N -2.73 1.61 -2.28
H 1.91 -5.79 1.88
H 1.07 -1.96 -1.31
H 4.97 -4.65 3.73
O 1.81 1.22 -1.58
C -8.74 -0.14 -3.74
H -1.07 0.00 -0.71
H 4.17 3.29 1.32
C -0.34 0.81 -0.79
C -5.85 0.88 -4.14
C -0.42 1.67 0.46
H 0.77 1.06 3.29
H -8.24 -0.62 -4.58
H -8.84 1.76 -2.75
C 2.61 -4.20 0.62
H 2.10 3.21 3.66
H -8.51 -0.71 -2.84
C 4.48 2.67 2.17
C 1.55 0.37 0.69
H 3.21 -4.78 3.84
C 5.66 1.83 1.72
H 4.34 0.24 3.29
C 0.99 1.06 -2.73
H 4.07 0.73 5.70
C 1.13 0.28 -0.76
C -1.63 1.18 -2.94
C 3.89 -3.21 2.54
C 1.10 -0.94 -1.66
H 4.14 -6.65 2.51
C -4.08 1.51 -2.65
H 3.20 2.21 5.34
H 4.75 -3.00 1.90
H 6.41 2.47 1.27
C 0.96 -0.45 -2.88
C -6.81 1.38 -3.26
C 3.96 1.53 4.98
H 3.44 -4.01 -0.07
C 4.04 -4.60 3.15
N 2.46 -1.81 1.14
H -7.10 2.32 -1.37
H -6.16 0.44 -5.08
C -8.60 2.12 -4.85
C -8.28 1.31 -3.59
N 0.63 1.35 1.24
H 3.86 -2.45 3.33
H 2.13 3.43 1.91
H 2.79 -6.34 0.45
O -1.61 0.61 -4.01
H 0.82 -0.95 -3.82
H 3.17 -1.50 0.50
H -0.02 2.56 2.75
C 0.82 1.88 2.57
H -3.77 0.56 -4.54
H -8.27 3.15 -4.73
H 6.13 1.31 2.56
O 0.52 -1.25 2.17
H -9.67 2.12 -5.04
C 2.12 2.68 2.70
C 1.44 -0.98 1.42
H -8.09 1.69 -5.72
H 5.35 1.09 0.98
*
```



# 3
ORCA calculation (ωB97M-V/def2-TZVPD) on a structure of composition C31H44N7O6Sn.

Relative energy (zero: lowest compared OMol25 entry of this formula, charge and spin) (kJ/mol): 0.00
HOMO level (eV): -14.4
Orbital gap (eV): 5.8

Structure (ORCA input):
```
! RIJCOSX wB97M-V def2-TZVPD def2/J DEFGRID3
* xyz 3 1
H 2.70 -4.24 2.94
H -0.33 -4.60 5.01
Sn -0.52 -1.30 2.05
H -1.14 -7.34 2.57
C 10.49 4.45 -3.42
C 1.57 1.09 -1.15
C -0.67 -5.03 -0.27
C 8.41 5.33 -2.46
N 10.20 6.89 -3.15
O 2.67 1.11 -0.27
O 0.58 -0.83 0.08
H 11.47 4.66 -3.83
H -5.59 0.78 1.42
C 1.17 -1.76 -0.85
H -2.99 -3.05 -3.95
C -0.76 -6.56 3.22
H 4.23 2.16 0.40
H -3.23 -5.79 3.09
H -1.88 -5.06 -3.43
H -0.59 -6.47 -1.86
C -0.44 -4.25 2.45
O 9.47 7.77 -2.78
C -4.13 0.47 3.64
H -6.46 -0.48 2.32
N -3.30 0.35 2.45
C -1.91 -2.97 -0.69
C -2.13 -3.45 -2.02
C -3.46 -0.65 1.55
C 0.67 -4.43 4.65
C -3.27 -1.41 -2.63
H -3.79 -0.79 -3.36
H -0.48 0.45 -1.16
H -3.05 2.41 2.20
C 8.74 2.99 -2.74
H 7.85 6.21 -2.16
H 1.13 -2.74 -0.39
O 4.39 2.04 -1.60
H 1.28 2.11 -1.45
C 10.02 3.16 -3.28
O 11.31 6.99 -3.63
H -4.88 1.26 3.54
H -1.66 1.60 2.94
H -3.01 -4.24 2.26
H 2.21 -1.48 -1.03
C -1.67 -4.72 -2.42
H -2.81 -5.77 1.37
N -1.26 -5.27 2.72
N -2.36 -1.15 0.95
H -1.11 -6.75 4.24
H 3.01 3.12 -0.51
H 10.62 2.31 -3.59
O 7.81 0.67 -2.46
H 1.28 -5.32 4.82
C -0.96 -5.50 -1.56
H 1.82 0.55 -2.07
C 9.68 5.49 -3.00
H -0.04 -5.63 0.38
C -2.44 1.51 2.18
N -4.69 -1.12 1.34
H 1.84 -3.43 1.62
H 6.94 3.87 -1.90
C 3.57 2.18 -0.46
H -3.49 0.72 4.49
C -2.83 -2.65 -2.96
H 0.32 -6.58 3.20
H 2.16 -2.57 3.16
H 1.11 -3.60 5.21
H 0.11 1.12 0.40
N 0.64 -4.05 3.23
H -5.79 -2.89 1.39
N -0.69 -3.36 1.46
C -5.88 -0.27 1.43
C -1.14 -3.81 0.18
H -4.08 -3.10 0.95
H 0.60 -1.77 -1.78
H -6.50 -0.46 0.56
C -2.45 -1.69 -0.37
H 3.90 2.34 -2.38
H -3.45 0.05 -1.05
C -3.07 -0.93 -1.32
C 1.90 -3.53 2.70
C 0.37 0.49 -0.46
C 7.92 4.06 -2.32
H -5.22 -2.44 -0.23
C -2.66 -5.27 2.32
H -4.63 -0.47 3.85
C 8.23 1.70 -2.59
H -2.00 1.41 1.20
C -4.95 -2.47 0.83
*
```



# 4
ORCA calculation (ωB97M-V/def2-TZVPD) on a structure of composition C31H45BeBrCaLiN2O17PS.

HOMO level (eV): -9.7
Orbital gap (eV): 1.3

Structure (ORCA input):
```
! RIJCOSX wB97M-V def2-TZVPD def2/J DEFGRID3
* xyz 2 1
H -0.13 -0.80 -2.87
H 2.79 -5.20 -2.40
H 2.82 1.62 2.33
H -7.21 -5.68 -4.75
O -9.80 -4.65 -3.53
C 3.02 9.46 5.38
C -11.01 -4.04 -3.99
H 4.17 0.33 -0.91
C 6.01 5.62 3.68
C 0.79 8.54 5.33
O -1.82 -2.30 0.78
O -0.75 -4.56 -4.98
C 6.35 7.92 4.33
C 0.50 -1.74 -3.15
O 3.19 -2.76 -2.54
O 4.83 2.05 2.62
C -0.11 -3.10 -2.45
O 5.47 1.38 -2.73
H -1.21 -7.00 -3.63
C 0.27 9.75 5.77
H 5.06 -6.57 -3.19
S 2.25 -1.37 -2.61
H 6.15 3.14 -0.17
H -7.73 -7.10 -1.29
O -0.16 -3.98 1.59
C 3.35 -5.06 -3.41
H -10.10 -3.26 -5.80
Li -1.81 5.88 7.72
C 4.99 8.05 4.62
H 0.73 11.77 6.38
H -10.81 -4.86 -5.98
H 4.18 -3.23 -4.42
H -5.51 -6.20 -4.86
H 3.81 0.31 3.02
H 7.91 6.63 3.62
O -1.90 -4.64 -0.10
Br 2.00 -0.78 -0.41
C 2.69 7.09 4.69
C 4.14 6.96 4.43
H -6.80 -7.39 -4.94
C 4.93 -5.42 -3.28
O -2.56 -4.18 2.27
H 3.16 11.52 6.03
H 2.89 -5.74 -4.24
P -1.61 -3.78 1.14
O 5.22 10.26 5.36
O -5.48 -7.61 -2.62
H 2.34 -3.29 -4.50
H 4.67 1.42 0.35
C -6.43 -6.60 -2.95
H 7.02 8.77 4.46
H 6.41 4.68 3.32
H -8.54 -6.22 -2.60
C 6.86 6.72 3.85
O -1.43 -3.59 -2.87
H -2.01 -6.13 -2.15
N 6.16 2.82 -1.12
Be -0.91 6.53 5.12
H 0.42 -1.90 -4.32
H -5.77 -8.44 -3.01
C -1.32 -4.73 -3.78
H 8.06 2.51 5.45
O 1.94 6.14 4.52
H 4.00 4.89 3.83
H -11.87 -3.44 -5.89
C 4.47 9.33 5.14
C 4.65 5.74 3.97
H -3.00 -6.31 -3.70
C 3.39 1.93 4.40
C 3.23 -3.48 -3.81
C 1.13 10.82 6.03
H 6.72 3.31 -1.80
H 2.80 2.85 4.39
H -0.80 9.87 5.92
H -12.11 -2.21 -3.63
Ca -0.61 -2.73 -5.39
H -11.21 -2.82 -2.22
N 4.71 1.13 -0.62
O 4.70 2.23 4.86
C 2.50 10.68 5.83
O 6.61 2.84 3.79
C 5.48 2.42 3.76
O 0.52 -3.68 -1.54
C 2.16 8.39 5.14
H 5.53 -5.12 -4.22
C -6.50 -6.45 -4.46
C -1.93 -6.14 -3.31
H -10.35 -2.03 -3.53
H -11.83 -4.70 -3.72
C 5.45 1.75 -1.56
H -9.06 -4.07 -3.77
H -8.13 -7.94 -2.78
C -7.79 -6.98 -2.38
H 2.91 1.21 5.05
H 5.43 -4.87 -2.39
C -10.95 -3.89 -5.50
H -6.09 -5.67 -2.50
C 3.64 1.39 3.02
H 0.12 7.70 5.13
O 8.63 2.74 6.18
C -11.19 -2.69 -3.31
*
```



# 5
ORCA calculation (ωB97M-V/def2-TZVPD) on a structure of composition C31H45N7O2P2Ti.

Relative energy (zero: lowest compared OMol25 entry of this formula, charge and spin) (kJ/mol): 0.00
HOMO level (spin up / spin down) (eV): -5.4 / -6.4
Orbital gap (spin up / spin down) (eV): 5.4 / 6.4
<S²>: 2.01

Structure (ORCA input):
```
! RIJCOSX wB97M-V def2-TZVPD def2/J DEFGRID3
* xyz 0 3
C 3.63 -0.76 -1.00
H -4.36 1.82 -3.97
C -3.28 1.69 -3.92
C 2.95 0.15 3.15
H 0.97 4.16 1.86
N 0.91 3.15 1.80
O -0.19 3.24 3.77
C -0.09 -1.62 -1.61
P 2.38 -0.29 1.41
C -3.34 0.65 1.81
N 0.81 2.62 0.49
C -2.91 1.25 -2.50
C -3.18 2.06 1.57
H 0.08 0.88 -4.95
C 1.49 -1.89 1.56
N -2.46 -0.19 1.27
H 3.37 0.25 -1.32
C 1.15 -4.06 2.62
N 0.05 -1.20 -0.30
Ti -0.66 0.75 0.54
C -2.88 -1.46 1.63
C -0.48 -2.50 -4.30
H 5.10 -0.23 2.93
H -4.83 0.32 -2.08
H 2.14 2.30 -2.96
H 0.74 2.51 -5.00
H 0.87 0.19 3.86
H 4.24 -1.44 3.88
C -2.33 3.83 0.69
H 3.85 -2.97 0.58
H -5.07 0.36 3.00
H -1.01 2.27 -5.00
H -0.99 -3.62 0.04
C 4.29 -0.38 3.64
H 1.05 -3.44 -1.43
C -0.08 1.90 -4.59
N -3.88 3.12 2.06
H 4.50 -1.09 -1.58
N -2.24 2.46 0.73
C 3.93 -0.81 0.50
H -1.67 4.43 0.08
H 1.50 1.37 -1.58
H 2.62 -2.65 3.22
H 2.79 -1.41 -1.25
H -0.41 -5.27 1.76
P -1.15 0.88 -2.04
H -0.21 2.96 -2.73
C 0.26 -3.26 -3.39
N -4.31 -0.03 2.47
H 2.09 0.56 5.08
C -0.95 -1.27 -3.87
C -3.33 4.26 1.51
H -1.49 -0.64 -4.57
H -3.62 -0.79 -2.73
H -3.00 0.95 -4.67
C -3.77 0.06 -2.06
C 0.05 2.58 2.77
H -0.66 -2.84 -5.31
H -3.15 2.08 -1.83
H 0.70 -4.20 -3.71
H 1.42 -4.78 3.38
H 1.74 2.37 0.17
H -2.82 2.64 -4.18
C 1.81 -2.85 2.53
C 1.41 1.54 -2.65
C 4.54 -2.17 0.84
H -4.56 3.10 2.79
C 0.13 -4.33 1.71
C -4.02 -1.38 2.37
C 0.46 -2.83 -2.10
H -2.33 -2.34 1.34
H -3.69 5.24 1.75
C -0.75 -0.80 -2.57
H -4.63 -2.13 2.82
H 4.56 0.14 4.57
H 4.79 -2.27 1.90
H 4.65 -0.02 0.73
H -3.52 -0.27 -1.05
H 0.41 3.29 -0.16
O -0.34 1.38 2.49
H 5.46 -2.31 0.27
H 1.68 0.60 -3.13
C 0.45 -2.16 0.65
C 1.87 -0.07 4.21
C -0.01 1.94 -3.07
H 3.06 1.24 3.04
C -0.20 -3.40 0.75
H 1.86 -1.10 4.55
*
```